1.
The following is a quantum chemistry calculation of a molecular structure, C31H21BrCl2N8O3SV, from OMol25.

Geometry as XYZ:
```
68
Properties=species:S:1:pos:R:3:forces:R:3
V 0.237 0.528 0.633 -0.4 -0.2 -0.9
Cl -2.633 6.763 0.096 0.1 -0.1 0.1
C -2.054 5.240 0.747 0.0 0.0 0.1
C -2.126 4.111 -0.065 0.0 0.0 -0.1
C -1.667 2.885 0.397 0.0 -0.4 -0.3
N -1.678 1.645 -0.295 0.2 0.2 0.4
C -2.647 1.419 -1.171 0.0 -0.1 -0.2
O -3.530 2.186 -1.601 0.1 0.1 0.1
C -2.751 -0.019 -1.666 0.1 0.0 0.2
C -4.027 -0.478 -1.995 -0.1 0.0 -0.1
C -4.185 -1.782 -2.416 0.0 0.0 0.0
C -3.061 -2.592 -2.521 0.0 0.0 0.0
C -1.835 -2.047 -2.182 0.0 0.3 0.1
N -1.675 -0.793 -1.748 0.0 -0.2 0.0
C -1.126 2.823 1.698 0.0 -0.8 0.3
C -1.101 3.932 2.521 0.0 0.2 0.0
C -1.559 5.153 2.038 0.0 0.1 0.0
Cl -1.488 6.550 3.095 0.0 -0.1 -0.1
N -0.646 1.551 2.046 -0.5 0.6 0.9
C -0.872 0.958 3.239 0.2 -0.1 -0.4
O -1.340 1.468 4.253 0.0 0.0 0.2
C -0.539 -0.533 3.149 0.2 0.3 -0.5
C -0.834 -1.369 4.177 0.0 -0.4 0.1
C -0.854 -2.784 3.871 -0.1 0.2 0.1
C -0.266 -3.243 2.756 0.0 0.0 0.0
C 0.570 -2.272 1.965 0.0 0.2 -0.1
N -0.064 -0.959 1.933 -0.3 -0.3 0.5
H -2.552 4.192 -1.051 0.0 0.0 0.0
H -4.854 0.212 -1.913 0.0 0.0 0.0
H -5.169 -2.166 -2.657 0.0 0.0 0.0
H -3.126 -3.621 -2.852 0.0 0.0 0.0
H -0.929 -2.640 -2.266 0.0 0.0 0.0
H -0.734 3.840 3.532 0.0 0.0 0.0
H -1.248 -0.952 5.084 0.0 -0.1 0.0
H -1.425 -3.460 4.503 0.0 0.0 0.0
H -0.357 -4.280 2.446 0.0 0.1 0.0
H 1.566 -2.171 2.440 0.1 0.0 0.1
N 2.497 3.692 2.134 0.1 -0.1 0.0
C 2.088 2.664 1.294 0.3 -0.2 -0.1
S 2.402 0.999 1.801 0.0 0.3 0.1
N 1.546 2.980 0.170 -0.1 -0.3 -0.3
N 1.150 1.813 -0.524 0.5 1.0 -0.5
C 1.391 1.832 -1.839 0.0 -0.2 0.4
C 1.427 0.684 -2.657 0.0 0.0 0.0
C 1.621 0.821 -4.062 0.0 0.0 -0.1
C 1.823 -0.257 -4.893 0.0 -0.1 0.1
C 1.850 -1.561 -4.380 0.0 0.1 0.0
C 1.633 -1.743 -3.010 -0.1 -0.1 -0.1
C 1.401 -0.665 -2.199 -0.2 0.1 0.5
O 1.125 -0.853 -0.812 0.2 0.0 -0.4
H 2.517 3.410 3.100 0.0 0.0 0.0
H 1.984 4.547 1.972 0.0 0.0 0.0
H 1.653 2.789 -2.278 0.0 0.0 0.0
H 1.626 1.828 -4.468 0.0 0.0 0.0
H 1.972 -0.090 -5.954 0.0 0.0 0.0
H 2.034 -2.415 -5.019 0.0 0.0 0.0
H 1.649 -2.735 -2.578 0.0 0.0 0.0
Br 5.553 -2.982 0.757 -0.1 0.0 0.0
C 3.678 -2.972 0.478 0.0 -0.4 0.1
C 2.905 -4.190 0.665 0.3 0.2 0.0
C 1.571 -4.147 0.609 -0.2 0.0 0.1
C 0.843 -2.818 0.551 0.2 0.0 0.0
N 1.720 -1.986 -0.270 -0.1 0.0 -0.1
C 3.060 -1.889 -0.013 -0.1 0.1 -0.1
H 3.429 -5.128 0.802 0.0 0.0 -0.1
H 0.984 -5.054 0.684 0.0 0.0 0.0
H -0.102 -2.904 0.014 0.0 0.0 0.0
H 3.544 -0.965 -0.292 0.0 0.1 0.0
```
Positions in Å, forces in eV/Å.

Results
Energy above the lowest of the compared OMol25 structures with the same formula, charge and spin = 4.313 eV
Multiplicity = 4
E = -6694.34930 Eh
Net charge = -2
Highest occupied orbital energy (alpha / beta) = -0.23 / -1.98 eV

Atomic partial charges in e from the Mulliken method, atoms 1 to 5: number 1, V, carries -0.339; number 2, Cl, carries -0.278; number 3, C, carries 0.048; number 4, C, carries -0.753; number 5, C, carries -0.139

***

2.
The following is a quantum chemistry calculation of a molecular structure, C31H21CaN5O2S, from OMol25.

Geometry as XYZ:
```
61
Properties=species:S:1:pos:R:3:forces:R:3
Ca 0.500 0.715 -0.092 -0.3 1.4 0.6
C -3.830 0.454 1.451 0.0 -0.2 0.1
C -2.763 0.853 0.534 0.0 -0.1 -0.3
N -1.545 0.020 0.451 -0.9 -0.5 0.9
C -1.490 -1.128 1.294 -0.2 -0.5 0.3
C -2.606 -1.568 2.020 0.1 -0.1 -0.1
C -3.788 -0.712 2.097 0.0 0.2 0.0
C -2.573 -2.776 2.717 0.0 -0.1 0.0
C -1.438 -3.567 2.655 -0.1 0.0 0.0
C -0.297 -3.090 2.038 0.1 0.0 -0.1
C -0.246 -1.806 1.451 -0.1 -0.1 0.2
N 0.877 -1.180 0.989 0.1 -1.0 0.3
C 2.147 -1.426 1.349 0.1 -0.3 0.3
C 2.651 -2.295 2.335 -0.3 0.1 -0.1
C 4.021 -2.490 2.517 0.4 0.1 -0.1
C 4.971 -1.835 1.767 0.0 -0.2 0.3
C 4.544 -0.834 0.872 -0.3 0.2 -0.1
C 5.427 0.023 0.180 -0.1 0.0 0.0
C 4.939 1.063 -0.567 0.2 -0.1 0.1
C 3.552 1.252 -0.625 -0.1 -0.1 0.0
N 2.709 0.449 -0.023 1.8 -0.1 -0.1
C 3.153 -0.595 0.696 0.4 -0.2 0.2
H -4.658 1.143 1.574 0.0 0.0 0.0
H -2.565 1.917 0.487 0.0 0.0 0.0
H -4.594 -1.028 2.752 0.0 0.0 0.0
H -3.443 -3.090 3.285 0.0 0.0 -0.1
H -1.435 -4.552 3.110 0.0 0.0 0.0
H 0.581 -3.718 1.986 0.0 0.0 0.0
H 1.970 -2.802 3.001 0.0 0.0 -0.1
H 4.349 -3.185 3.283 0.0 0.0 0.0
H 6.029 -2.029 1.903 0.0 0.0 0.0
H 6.495 -0.139 0.277 0.0 0.0 0.0
H 5.605 1.740 -1.086 0.0 0.0 0.0
H 3.110 2.072 -1.183 0.1 0.0 0.0
C -0.221 4.634 -1.799 0.0 0.0 0.0
C -1.010 4.316 -2.913 0.0 -0.1 0.1
C -1.634 3.100 -2.980 0.0 0.0 -0.1
C -1.476 2.139 -1.938 -0.1 0.2 0.0
N -0.700 2.476 -0.869 -0.9 0.8 -0.7
C -0.109 3.668 -0.820 0.0 0.4 0.0
C -2.128 0.867 -1.981 0.0 -0.1 0.1
C -2.482 0.343 -3.238 0.0 -0.1 0.0
C -3.184 -0.816 -3.430 0.0 0.0 -0.2
C -3.587 -1.546 -2.279 0.1 0.1 0.1
C -3.278 -1.136 -1.031 0.0 -0.1 0.0
C -2.488 0.081 -0.750 -0.7 0.4 -0.1
H 0.273 5.591 -1.701 0.0 0.0 0.0
H -1.142 5.041 -3.709 0.0 0.0 0.0
H -2.287 2.878 -3.811 0.0 0.0 0.0
H 0.487 3.851 0.071 0.0 -0.1 0.0
H -2.130 0.868 -4.119 0.0 0.0 0.0
H -3.380 -1.199 -4.424 0.0 0.0 0.0
H -4.144 -2.470 -2.403 0.0 0.0 0.0
H -3.582 -1.744 -0.194 -0.1 0.0 0.0
S 2.017 2.860 4.173 0.3 0.3 0.6
C 1.374 2.325 2.780 -0.4 -0.2 -0.8
N 0.902 1.956 1.774 0.4 0.8 1.2
O 1.690 -1.451 -3.312 0.0 0.2 0.1
C 0.899 -0.988 -2.485 -0.1 -0.5 -0.4
O 0.819 0.198 -2.044 0.5 -0.6 -2.3
H 0.139 -1.698 -2.060 0.1 0.1 0.0
```
Positions in Å, forces in eV/Å.

Results
Energy above the lowest of the compared OMol25 structures with the same formula, charge and spin = 3.209 eV
E = -2694.12243 Eh
Net charge = -2
Highest occupied orbital energy = -0.60 eV

Atomic partial charges in e from the Mulliken method, atoms 1 to 5: number 1, Ca, carries 3.214; number 2, C, carries -1.095; number 3, C, carries -0.470; number 4, N, carries 0.257; number 5, C, carries 0.709

***

3.
The following is a quantum chemistry calculation of a molecular structure, C31H22N6O8Tl, from OMol25.

Geometry as XYZ:
```
68
Properties=species:S:1:pos:R:3:forces:R:3
Tl -1.330 -0.557 -0.504 0.0 0.3 -0.2
C -0.238 4.881 -0.697 -0.1 -0.1 0.0
C -1.432 4.347 -1.170 0.0 0.0 0.0
C -1.455 3.115 -1.809 0.0 0.0 0.0
C -0.278 2.378 -1.999 0.2 0.0 0.0
C 0.921 2.937 -1.533 0.0 0.1 0.1
C 0.938 4.165 -0.886 0.0 0.0 -0.1
N -0.356 1.083 -2.501 -0.4 0.0 0.4
C 0.402 0.623 -3.462 0.2 -0.1 -0.3
C 1.229 1.465 -4.310 -0.1 -0.1 0.1
C 1.893 0.961 -5.378 0.0 -0.2 -0.1
C 1.844 -0.428 -5.711 0.1 0.3 -0.1
C 1.116 -1.266 -4.930 -0.2 0.0 0.3
C 0.402 -0.793 -3.794 0.2 0.4 -0.1
N -0.308 -1.606 -2.971 -0.1 -0.1 0.0
N -0.334 -2.843 -3.245 -0.2 -0.1 0.0
C -1.167 -3.587 -2.397 -0.2 -0.2 0.2
C -1.003 -4.977 -2.425 0.1 0.0 0.0
C -1.788 -5.764 -1.612 0.0 0.0 0.0
C -2.738 -5.164 -0.789 0.1 0.0 -0.1
C -2.851 -3.787 -0.844 0.1 0.1 0.0
N -2.101 -3.015 -1.632 0.0 -0.1 -0.1
H -0.227 5.828 -0.171 0.0 0.0 0.0
H -2.360 4.891 -1.031 0.0 0.0 0.0
H -2.388 2.686 -2.159 0.0 0.0 0.0
H 1.839 2.371 -1.655 0.0 0.0 0.0
H 1.877 4.560 -0.513 0.0 0.0 0.0
H 1.265 2.523 -4.084 0.0 0.0 -0.1
H 2.474 1.631 -6.003 0.0 0.0 0.0
H 2.380 -0.798 -6.576 0.0 0.0 0.0
H 1.060 -2.325 -5.143 0.0 0.0 0.0
H -0.247 -5.395 -3.077 0.0 0.0 0.0
H -1.666 -6.841 -1.614 0.0 0.0 0.0
H -3.373 -5.747 -0.135 0.0 0.0 0.0
H -3.575 -3.263 -0.225 0.0 0.0 0.0
O 1.496 -4.251 1.763 0.0 0.0 -0.1
C 0.471 -3.480 1.332 -0.1 0.1 0.3
O 0.221 -3.320 0.177 0.0 0.0 -0.2
C -0.283 -2.853 2.476 0.1 0.0 -0.1
C 0.175 -2.966 3.780 0.1 0.0 0.0
C -0.518 -2.296 4.773 0.0 0.0 0.0
C -1.612 -1.532 4.421 -0.1 0.0 0.2
C -1.996 -1.499 3.087 -0.1 0.2 -0.1
N -1.360 -2.159 2.138 0.1 -0.2 -0.1
C -3.177 -0.673 2.627 0.1 0.3 0.1
O -3.324 0.519 3.237 -0.1 -0.3 0.1
O -3.952 -1.044 1.798 -0.2 -0.2 -0.1
H 1.940 -4.558 0.959 0.0 0.0 0.0
H 1.058 -3.549 3.999 0.0 0.0 0.0
H -0.201 -2.362 5.806 0.0 0.0 0.0
H -2.172 -0.996 5.177 0.0 0.1 -0.1
H -2.472 0.791 3.608 0.3 0.1 -0.3
O 1.345 -0.266 0.184 -0.1 -0.1 0.2
C 1.998 0.612 0.719 -0.1 0.1 -0.1
C 1.573 1.654 1.648 -0.1 -0.2 0.1
C 2.513 2.652 1.862 0.1 0.1 0.0
C 2.237 3.755 2.643 0.0 0.1 0.0
C 0.967 3.891 3.244 0.1 0.1 0.0
C 0.033 2.919 3.082 0.0 -0.1 0.0
C 0.274 1.715 2.309 0.1 0.1 -0.1
O -0.586 0.811 2.248 -0.1 -0.1 0.1
N 3.243 4.768 2.838 -0.1 -0.1 0.0
O 4.339 4.623 2.310 0.0 0.0 0.0
O 2.967 5.738 3.535 0.0 0.0 0.0
H 3.074 0.693 0.457 0.0 0.0 0.0
H 3.485 2.583 1.388 0.0 0.0 0.0
H 0.763 4.781 3.823 0.0 0.0 0.0
H -0.948 3.013 3.535 0.0 0.0 0.0
```
Positions in Å, forces in eV/Å.

Results
Energy above the lowest of the compared OMol25 structures with the same formula, charge and spin = 0.385 eV
E = -2297.50043 Eh
Net charge = -1
Highest occupied orbital energy (alpha / beta) = -3.97 / -3.97 eV

Atomic partial charges in e from the Mulliken method, atoms 1 to 5: number 1, Tl, carries 0.892; number 2, C, carries -0.552; number 3, C, carries -0.570; number 4, C, carries -0.372; number 5, C, carries -0.103

***

4.
The following is a quantum chemistry calculation of a molecular structure, C31H23Br2N4O2RuS3, from OMol25.

Geometry as XYZ:
```
66
Properties=species:S:1:pos:R:3:forces:R:3
Ru 0.667 0.452 -0.051 0.1 0.3 -0.6
S 2.093 -3.893 0.884 0.0 0.0 0.0
C 2.876 -2.745 1.934 0.0 0.0 0.0
C 3.878 -2.984 2.860 0.0 0.0 0.0
C 4.390 -1.913 3.582 0.0 0.0 0.0
C 3.891 -0.629 3.358 0.0 0.0 0.0
C 2.889 -0.389 2.434 0.0 0.0 0.0
C 2.361 -1.456 1.698 -0.1 -0.2 0.0
N 1.390 -1.377 0.727 0.4 0.2 0.1
C 1.116 -2.585 0.177 0.2 -0.1 0.0
C 0.285 -2.864 -0.929 0.0 0.0 0.1
C 0.532 -3.990 -1.768 -0.1 0.0 0.0
C -0.158 -4.191 -2.943 0.0 0.0 0.0
C -1.142 -3.291 -3.355 0.0 0.0 0.0
C -1.460 -2.225 -2.511 0.0 0.0 0.0
C -0.811 -2.044 -1.311 -0.2 0.0 -0.3
H 4.260 -3.987 3.014 0.0 0.0 0.0
H 5.179 -2.076 4.307 0.0 0.0 0.0
H 4.302 0.207 3.913 0.0 0.0 0.0
H 2.509 0.606 2.261 0.0 0.0 0.0
H 1.336 -4.663 -1.498 0.0 0.0 0.0
H 0.100 -5.035 -3.573 0.0 0.0 0.0
H -1.645 -3.405 -4.307 0.0 0.0 0.0
H -2.234 -1.521 -2.791 0.1 0.0 0.0
S 2.580 2.099 -0.139 -0.8 -0.9 0.4
C 3.251 1.795 -1.716 0.2 0.5 0.1
C 4.354 2.631 -2.098 -0.1 -0.1 0.0
N 5.246 3.309 -2.375 0.0 0.0 0.0
C 2.806 0.832 -2.558 -0.1 -0.2 -0.2
S 1.527 -0.266 -2.169 -0.1 -0.2 -0.1
C 3.419 0.658 -3.846 0.0 0.0 0.1
N 3.894 0.500 -4.884 0.0 0.0 -0.1
C -0.426 2.240 -2.837 -0.1 0.2 -0.1
C -0.874 2.822 -1.539 0.1 -0.2 0.0
C -1.603 4.030 -1.529 -0.1 0.0 -0.2
C -2.016 4.598 -0.370 0.0 0.1 0.0
C -1.699 3.966 0.846 0.1 -0.3 0.2
C -2.080 4.437 2.123 -0.1 0.2 0.0
Br -3.079 6.061 2.289 0.0 0.0 0.0
C -1.754 3.767 3.267 0.1 -0.1 0.0
C -1.017 2.586 3.186 -0.1 0.1 0.0
Br -0.586 1.645 4.773 0.0 0.0 0.0
C -0.570 2.047 1.971 0.0 0.1 0.1
O 0.098 0.974 1.897 0.1 0.0 0.0
C -0.949 2.766 0.772 -0.2 0.2 0.1
N -0.558 2.201 -0.416 0.3 0.2 0.1
H -0.984 2.676 -3.669 0.0 0.0 0.0
H -0.542 1.160 -2.838 0.0 -0.1 0.0
H 0.637 2.439 -2.985 0.0 -0.1 0.0
H -1.828 4.509 -2.474 0.0 -0.1 0.0
H -2.577 5.522 -0.377 0.0 0.0 0.1
H -2.065 4.147 4.229 0.0 0.0 0.0
C -3.694 -1.026 -0.540 0.1 -0.1 -0.1
C -2.472 -1.378 0.306 -0.1 -0.1 0.1
C -2.454 -0.517 1.550 0.1 0.1 0.0
C -2.492 -2.850 0.705 0.1 0.0 0.0
O -1.257 -1.050 -0.443 0.3 0.2 0.2
H -4.591 -1.054 0.084 0.0 0.0 0.0
H -3.824 -1.728 -1.364 0.0 0.0 0.0
H -3.578 -0.018 -0.943 0.0 0.0 0.0
H -3.300 -0.770 2.194 0.0 0.0 -0.1
H -2.525 0.536 1.278 0.0 0.0 0.0
H -1.526 -0.665 2.095 0.0 0.0 0.1
H -3.389 -3.043 1.297 0.0 0.0 0.0
H -1.613 -3.086 1.310 0.0 0.0 0.0
H -2.495 -3.501 -0.170 0.0 0.0 0.0
```
Positions in Å, forces in eV/Å.

Results
Energy above the lowest of the compared OMol25 structures with the same formula, charge and spin = 0.568 eV
Multiplicity = 2
E = -8002.24543 Eh
Net charge = -2
Highest occupied orbital energy (alpha / beta) = 0.19 / -0.97 eV

Atomic partial charges in e from the Mulliken method, atoms 1 to 5: number 1, Ru, carries 0.418; number 2, S, carries -0.560; number 3, C, carries 0.733; number 4, C, carries -0.695; number 5, C, carries -0.446